(1)
C4H6N2O | the ωB97M-V functional and the def2-TZVPD basis

Geometry as XYZ:
```
13
Properties=species:S:1:pos:R:3
C 2.280 0.316 -0.419
O 1.362 -0.734 -0.192
C 0.088 -0.349 -0.001
C -0.963 -1.204 0.150
N -2.065 -0.392 0.314
C -1.622 0.898 0.231
N -0.319 0.956 0.069
H 1.998 0.904 -1.299
H 3.241 -0.172 -0.581
H 2.332 0.984 0.446
H -1.067 -2.274 0.187
H -2.982 -0.738 0.105
H -2.273 1.764 0.323
```

## Properties
SMILES: COc1c[nH]cn1
frontier orbital gap: 9.05 eV
F_max: 0.0132 Eh/bohr
total charge: 0

(2)
C5H8N | the ωB97M-V functional and the def2-TZVPD basis

Geometry as XYZ:
```
14
Properties=species:S:1:pos:R:3
C -1.183 -0.957 -0.871
C -0.450 -1.452 0.116
C 0.557 2.928 -0.586
C 0.264 1.096 -0.100
C -0.039 -2.534 0.973
N -0.281 -0.116 -0.272
H -1.845 -1.070 -1.736
H 0.867 3.412 0.309
H -0.383 3.406 -0.579
H 1.265 2.810 -1.432
H 0.905 0.935 0.827
H 0.121 -2.143 1.928
H 0.861 -3.002 0.548
H -0.660 -3.313 0.877
```

## Properties
frontier orbital gap: 10.42 eV
F_max: 0.1181 Eh/bohr
total charge: +1

(3)
C4H8N2S | the ωB97M-V functional and the def2-TZVPD basis

Geometry as XYZ:
```
15
Properties=species:S:1:pos:R:3
C 0.048 -1.441 -0.514
C -0.321 0.468 -2.013
C 0.123 -0.148 -3.091
C -0.826 0.751 0.287
H 1.093 -1.742 -0.685
H -0.210 -1.590 0.523
H -0.643 -2.036 -1.127
H -0.673 1.500 -2.062
H 0.237 0.404 -4.001
H 0.271 -1.213 -3.128
H -1.692 1.326 -0.095
H 1.402 -0.428 1.183
N -0.246 -0.037 -0.733
N -0.602 0.818 1.538
S 0.750 0.033 2.234
```

## Properties
SMILES: C=CN(C)/C=N\S
frontier orbital gap: 8.98 eV
F_max: 0.0226 Eh/bohr
total charge: 0

(4)
C6H9N | the ωB97M-V functional and the def2-TZVPD basis

Geometry as XYZ:
```
16
Properties=species:S:1:pos:R:3
C -0.724 0.756 1.583
N -0.272 0.350 0.456
C 0.981 0.522 -0.359
C 0.924 -0.989 -0.220
C -0.551 -0.769 -0.511
C -0.666 0.047 -1.822
C 0.350 0.904 -1.721
H -0.181 1.518 2.129
H -1.623 0.305 1.988
H 0.688 -1.006 2.622
H 1.762 1.148 0.079
H 0.908 -1.193 1.900
H 1.553 -1.666 -0.799
H -1.342 -1.469 -0.231
H -1.425 -0.047 -2.589
H 0.657 1.704 -2.384
```

## Properties
frontier orbital gap (spin up / spin down): 7.35 / 7.35 eV
F_max: 0.0106 Eh/bohr
total charge: 0

(5)
C3H10NS | the ωB97M-V functional and the def2-TZVPD basis

Geometry as XYZ:
```
15
Properties=species:S:1:pos:R:3
C 0.511 1.418 1.106
C -1.918 -1.410 -0.405
C 0.570 0.183 0.257
N 1.475 0.231 -0.924
S -1.420 0.241 -0.441
H -0.229 2.036 0.756
H 0.186 1.337 2.231
H 1.449 1.879 1.262
H -2.905 -1.546 0.142
H -1.346 -2.099 0.122
H -2.155 -1.983 -1.314
H 0.739 -0.787 0.733
H 2.456 0.277 -0.651
H 1.211 0.996 -1.487
H 1.376 -0.773 -1.387
```

## Properties
SMILES: CS[C@H](C)[NH3+]
frontier orbital gap: 9.24 eV
F_max: 0.0815 Eh/bohr
total charge: +1

(6)
C28H37AsN5OS4Y | the ωB97M-V functional and the def2-TZVPD basis

Geometry as XYZ:
```
77
Properties=species:S:1:pos:R:3
Y -0.673 -0.212 -1.026
C 2.859 -1.778 1.258
C 3.335 -2.156 -0.146
C 2.434 -1.723 -1.308
N 1.028 -2.015 -1.044
C 0.627 -3.243 -1.058
C 1.404 -4.347 -1.571
C 1.357 -5.692 -1.315
C 0.504 -6.442 -0.499
C -0.624 -5.912 0.106
C -1.206 -4.662 0.025
C -0.812 -3.461 -0.657
N -1.593 -2.449 -0.879
C -3.034 -2.616 -0.736
C -3.592 -2.123 0.598
C -3.437 -0.615 0.777
N -2.041 -0.226 0.939
C -1.556 -0.049 2.130
C -2.271 -0.388 3.334
C -2.112 0.032 4.634
C -1.199 0.911 5.207
C -0.124 1.461 4.516
C 0.349 1.259 3.240
C -0.121 0.438 2.160
N 0.552 0.153 1.090
C 1.925 0.615 0.943
C 2.935 -0.300 1.634
H 3.460 -2.343 1.979
H 1.833 -2.129 1.396
H 3.442 -3.244 -0.182
H 4.337 -1.743 -0.322
H 2.778 -2.188 -2.239
H 2.508 -0.657 -1.507
H 2.197 -4.029 -2.237
H 2.135 -6.258 -1.824
H 0.718 -7.493 -0.356
H -1.185 -6.603 0.735
H -2.128 -4.557 0.582
H -3.311 -3.664 -0.898
H -3.489 -2.031 -1.543
H -3.112 -2.651 1.428
H -4.661 -2.367 0.631
H -4.042 -0.251 1.613
H -3.805 -0.123 -0.129
H -3.090 -1.077 3.177
H -2.850 -0.386 5.318
H -1.322 1.166 6.252
H 0.488 2.155 5.092
H 1.265 1.789 3.015
H 2.043 1.643 1.305
H 2.136 0.677 -0.124
H 2.796 -0.207 2.716
H 3.943 0.082 1.419
S -1.068 2.206 -5.445
As -0.945 0.830 -3.817
S -2.653 1.118 -2.421
S 0.906 1.283 -2.658
S -0.873 -1.305 -3.915
O -0.711 2.387 0.011
C -0.524 3.486 -0.508
C 0.546 4.412 0.030
C 1.761 4.494 -0.899
C 1.563 5.429 -2.088
C 0.433 5.037 -3.035
C -0.948 5.056 -2.387
N -1.258 3.915 -1.548
H 0.821 4.005 1.004
H 0.128 5.414 0.186
H 1.996 3.486 -1.254
H 2.619 4.838 -0.312
H 2.499 5.502 -2.649
H 1.364 6.440 -1.702
H 0.592 4.040 -3.451
H 0.416 5.732 -3.881
H -1.708 5.052 -3.168
H -1.084 5.989 -1.819
H -1.874 3.185 -1.922
```

## Properties
frontier orbital gap: 6.23 eV
F_max: 0.0160 Eh/bohr
total charge: -2

Relative energy (zero: lowest compared OMol25 entry of this formula, charge and spin)
In order: 106.9; 600.8; 236.3; 689.1; 199.5; 0.0
Unit: kJ/mol